Density functional theory data (the ωB97M-V functional and the def2-TZVPD basis) for a molecular structure, C38H41BCaF4N9.

Values from the calculation:
E_LUMO in eV: 2.198
Maximum force in hartree/bohr: 0.038
Orbital gap in eV: 6.32
Molar mass in g/mol: 750.69
Total energy in eV: -83479.8087

Structure (ORCA input):
```
! wB97M-V def2-TZVPD RIJCOSX def2/J DEFGRID3
* xyz -1 1
Ca -0.350 -0.189 0.394
C 1.201 -3.066 2.882
C 1.844 -3.611 1.606
C 1.537 -2.822 0.317
N 0.168 -2.383 0.177
C -0.788 -3.254 0.006
C -0.527 -4.628 -0.255
C -1.310 -5.753 -0.233
C -2.645 -5.879 0.122
C -3.504 -4.828 0.395
C -3.298 -3.468 0.307
C -2.157 -2.688 -0.013
N -2.213 -1.412 -0.315
C -3.492 -0.772 -0.486
C -4.046 -0.106 0.779
C -3.192 1.088 1.230
N -1.899 0.707 1.729
C -1.695 0.566 3.012
C -2.731 0.560 3.986
C -2.707 0.812 5.340
C -1.651 1.216 6.143
C -0.315 1.253 5.766
C 0.264 0.785 4.613
C -0.276 0.329 3.384
N 0.445 -0.211 2.439
C 1.815 -0.584 2.675
C 1.929 -1.873 3.499
H 1.198 -3.872 3.623
H 0.162 -2.800 2.681
H 1.499 -4.641 1.481
H 2.931 -3.631 1.731
H 1.848 -3.450 -0.535
H 2.159 -1.935 0.285
H 0.501 -4.824 -0.528
H -0.793 -6.678 -0.476
H -3.048 -6.882 0.187
H -4.512 -5.116 0.681
H -4.180 -2.888 0.553
H -4.250 -1.472 -0.877
H -3.367 0.018 -1.230
H -4.096 -0.840 1.588
H -5.060 0.252 0.564
H -3.767 1.671 1.971
H -3.016 1.731 0.361
H -3.713 0.322 3.592
H -3.669 0.742 5.839
H -1.882 1.512 7.161
H 0.378 1.636 6.510
H 1.344 0.831 4.617
H 2.388 0.205 3.184
H 2.281 -0.726 1.705
H 1.506 -1.687 4.491
H 2.986 -2.121 3.624
C 1.582 1.191 -1.989
N 0.699 0.045 -1.823
C -0.220 -0.126 -2.923
C -1.332 0.866 -2.809
N -1.295 1.961 -2.112
C -2.534 2.537 -2.225
C -3.056 3.677 -1.625
C -4.381 3.977 -1.864
C -5.176 3.173 -2.682
C -4.672 2.045 -3.302
C -3.342 1.739 -3.068
N -2.534 0.695 -3.455
C 1.898 1.794 -0.669
N 1.014 2.005 0.268
C 1.700 2.603 1.295
C 1.277 3.048 2.540
C 2.236 3.555 3.396
C 3.582 3.648 3.033
C 4.018 3.254 1.783
C 3.062 2.732 0.928
N 3.138 2.251 -0.352
H 2.516 0.926 -2.502
H 1.054 1.954 -2.570
H 1.270 -0.787 -1.705
H 0.277 -0.010 -3.910
H -0.648 -1.133 -2.878
H -2.445 4.275 -0.971
H -4.827 4.844 -1.400
H -6.218 3.427 -2.814
H -5.294 1.417 -3.924
H -2.823 -0.111 -3.983
H 0.237 2.988 2.819
H 1.949 3.874 4.387
H 4.301 4.036 3.740
H 5.054 3.317 1.486
H 3.983 2.001 -0.845
F 5.694 -0.730 -0.210
B 4.704 -0.589 -1.145
F 4.915 0.590 -1.874
F 4.643 -1.658 -2.008
F 3.464 -0.460 -0.502
*
```

Löwdin atomic charge list, values in e, 2 entries: Ca 1.32; C -0.20

Density functional theory data (the ωB97M-V functional and the def2-TZVPD basis) for a molecular structure, C38H41BCl2N2O3PW.

Values from the calculation:
E_LUMO (spin up / spin down) in eV: -3.214 / -3.210
Maximum force in hartree/bohr: 0.011
Orbital gap (spin up / spin down) in eV: 6.82 / 6.82
Molar mass in g/mol: 870.29
Total energy in eV: -86029.0578

Structure (ORCA input):
```
! wB97M-V def2-TZVPD RIJCOSX def2/J DEFGRID3
* xyz 1 1
W -0.254 -0.793 0.571
C 0.556 -6.773 -0.972
C -0.573 -6.197 -1.529
C -0.657 -4.820 -1.669
C 0.394 -4.007 -1.251
C 1.532 -4.597 -0.701
C 1.611 -5.971 -0.561
P 0.313 -2.187 -1.337
C -0.822 -1.783 -2.693
C -0.389 -1.237 -3.895
C -1.310 -0.914 -4.883
C -2.660 -1.139 -4.679
C -3.101 -1.678 -3.477
C -2.188 -1.986 -2.485
C 1.974 -1.650 -1.775
C 2.692 -2.166 -2.824
C 3.981 -1.679 -3.106
C 4.519 -0.698 -2.322
C 3.811 -0.169 -1.215
C 4.385 0.825 -0.387
C 3.702 1.296 0.694
C 2.412 0.794 0.991
C 1.781 -0.154 0.223
C 2.514 -0.648 -0.919
H 0.622 -7.847 -0.869
H -1.389 -6.820 -1.869
H -1.535 -4.389 -2.128
H 2.372 -3.980 -0.399
H 2.502 -6.417 -0.141
H 0.663 -1.052 -4.062
H -0.967 -0.488 -5.816
H -3.373 -0.891 -5.454
H -4.156 -1.848 -3.312
H -2.540 -2.380 -1.540
H 2.275 -2.956 -3.436
H 4.540 -2.084 -3.938
H 5.510 -0.318 -2.532
H 5.376 1.192 -0.618
H 4.154 2.044 1.332
H 1.908 1.182 1.873
Cl 0.915 -2.760 1.863
C 0.374 -1.189 2.609
Cl -1.362 1.321 2.417
H 1.248 -0.707 3.042
H -0.379 -1.424 3.361
N -7.091 -3.952 1.906
C -6.050 -3.492 1.764
C -4.747 -2.914 1.580
C -4.613 -1.574 1.221
C -3.342 -1.064 1.051
N -2.229 -1.803 1.201
C -2.372 -3.094 1.546
C -3.602 -3.685 1.751
H -5.475 -0.939 1.084
H -3.200 -0.029 0.773
H -1.465 -3.675 1.645
H -3.663 -4.727 2.026
C 2.464 3.788 3.633
C 1.037 4.298 3.529
C 0.769 5.328 4.610
O 0.165 3.146 3.783
B -0.333 2.775 2.594
O -0.034 3.550 1.536
C 0.620 4.745 2.077
C -0.431 5.842 2.054
C 1.780 5.089 1.164
H 2.615 3.364 4.624
H 3.181 4.595 3.492
H 2.669 3.015 2.897
H 1.055 4.918 5.576
H -0.280 5.607 4.655
H 1.362 6.225 4.435
H -1.301 5.576 2.653
H -0.760 5.994 1.027
H -0.029 6.781 2.428
H 2.464 4.252 1.045
H 2.335 5.942 1.552
H 1.396 5.358 0.181
C -2.511 1.731 -1.850
C -1.258 1.778 -1.000
C -0.032 2.250 -1.753
O -1.003 0.441 -0.526
H -2.716 2.718 -2.261
H -3.378 1.425 -1.268
H -2.379 1.033 -2.677
H -1.409 2.401 -0.111
H 0.123 1.650 -2.649
H 0.855 2.187 -1.129
H -0.170 3.290 -2.052
*
```

Löwdin atomic charge list, values in e, 2 entries: W 1.16; C -0.07

Density functional theory data (the ωB97M-V functional and the def2-TZVPD basis) for a molecular structure, C38H41Cl2N2O2P2PdSi2.

Values from the calculation:
E_LUMO in eV: 2.493
Maximum force in hartree/bohr: 0.012
Orbital gap in eV: 6.78
Molar mass in g/mol: 853.20
Total energy in eV: -110010.1754

Structure (ORCA input):
```
! wB97M-V def2-TZVPD RIJCOSX def2/J DEFGRID3
* xyz -1 1
Pd -0.541 -0.248 0.765
C 2.547 -2.715 0.120
Si 3.200 -0.969 -0.128
C 4.652 -0.747 1.065
C 3.931 -0.855 -1.866
N 1.940 0.117 0.096
P 1.500 1.620 0.088
C -0.156 1.737 0.414
P -1.716 1.871 -0.164
N -2.170 0.363 -0.549
Si -3.602 -0.565 -0.441
C -4.137 -0.839 1.343
C -3.304 -2.212 -1.285
C -5.036 0.271 -1.344
C -2.009 3.022 -1.543
C -2.390 2.526 -2.785
C -2.524 3.383 -3.870
C -2.273 4.740 -3.716
C -1.896 5.239 -2.476
C -1.771 4.385 -1.391
C -2.814 2.526 1.139
C -4.048 3.102 0.851
C -4.906 3.471 1.877
C -4.532 3.265 3.199
C -3.297 2.703 3.492
C -2.434 2.340 2.466
C 2.054 2.450 -1.455
C 1.241 2.446 -2.580
C 1.698 2.946 -3.793
C 2.988 3.442 -3.896
C 3.822 3.427 -2.784
C 3.359 2.933 -1.574
C 2.386 2.603 1.355
C 2.939 1.960 2.453
C 3.546 2.692 3.467
C 3.604 4.073 3.391
C 3.036 4.728 2.303
C 2.426 3.997 1.298
H 3.273 -3.482 -0.164
H 1.637 -2.861 -0.468
H 2.289 -2.867 1.172
H 5.460 -1.451 0.841
H 4.344 -0.914 2.101
H 5.061 0.265 1.001
H 4.682 -1.634 -2.032
H 4.410 0.115 -2.026
H 3.151 -0.965 -2.624
H -3.324 -1.305 1.906
H -5.022 -1.478 1.420
H -4.365 0.117 1.823
H -2.446 -2.712 -0.838
H -3.094 -2.063 -2.348
H -4.176 -2.868 -1.201
H -5.385 1.154 -0.805
H -5.882 -0.419 -1.430
H -4.754 0.578 -2.354
H -2.555 1.459 -2.890
H -2.818 2.991 -4.836
H -2.371 5.408 -4.562
H -1.696 6.297 -2.355
H -1.474 4.773 -0.423
H -4.340 3.267 -0.180
H -5.864 3.918 1.645
H -5.203 3.549 4.002
H -2.999 2.546 4.521
H -1.462 1.908 2.673
H 0.247 2.032 -2.509
H 1.042 2.942 -4.655
H 3.349 3.831 -4.840
H 4.836 3.800 -2.861
H 4.016 2.923 -0.713
H 2.860 0.884 2.515
H 3.964 2.176 4.324
H 4.081 4.642 4.181
H 3.062 5.810 2.244
H 1.975 4.513 0.458
Cl 1.527 -4.790 6.306
C 1.116 -3.466 5.244
C 1.434 -2.154 5.638
C 1.132 -1.108 4.822
Cl 1.530 0.503 5.323
C 0.505 -1.256 3.522
O 0.300 -0.245 2.813
C 0.175 -2.617 3.186
C -0.518 -3.000 1.996
O -0.905 -2.320 1.045
C 0.493 -3.683 4.056
H 1.919 -1.976 6.589
H -0.734 -4.081 1.940
H 0.233 -4.692 3.758
*
```

Löwdin atomic charge list, values in e, 2 entries: Pd 0.80; C -0.18